(1)
A single C4H9NO molecule in a non-equilibrium geometry, computed with the ωB97M-V functional and the def2-TZVPD basis.

SMILES string: C[C@H]1N[C@H]1CO
Energy, Eh: -287.708636
HOMO, eV: -9.16
Orbital gap, eV: 10.145
Maximum force, hartree/bohr: 0.0528

```
! RIJCOSX wB97M-V def2-TZVPD def2/J DEFGRID3
* xyz 0 1
C -1.511 0.815 0.287
C -0.810 0.061 -0.819
N 0.462 0.602 -1.219
C 0.550 -0.656 -0.553
C 1.022 -0.783 0.862
O 1.584 0.429 1.289
H -0.798 1.012 1.097
H -1.902 1.793 -0.035
H -2.355 0.242 0.677
H -1.101 -0.940 -1.103
H 0.697 0.564 -2.200
H 0.793 -1.487 -1.230
H 1.734 -1.615 0.920
H 0.162 -1.058 1.503
H 1.473 1.022 0.525
*
```

Here are the natural (NBO) charges for atoms 1 to 2, given in e:
1 C -0.642
2 C -0.145

---

(2)
2 unconnected molecules or ions with the total composition FH2NO in a non-equilibrium geometry, computed with the ωB97M-V functional and the def2-TZVPD basis.

Energy, Eh: -230.878175
HOMO (alpha / beta), eV: -11.00 / -11.04
Orbital gap (alpha / beta), eV: 9.956 / 9.991
Maximum force, hartree/bohr: 0.0709

```
! RIJCOSX wB97M-V def2-TZVPD def2/J DEFGRID3
* xyz 0 1
N 0.500 -0.033 0.017
O -0.666 -0.573 0.017
F -1.878 0.672 0.019
H 0.997 -0.049 0.870
H 1.046 -0.018 -0.923
*
```

Here are the natural (NBO) charges for atoms 1 to 2, given in e:
1 N -0.329
2 O -0.035

---

(3)
A single C5H10FNS molecule in a non-equilibrium geometry, computed with the ωB97M-V functional and the def2-TZVPD basis.

SMILES string: F[C@@H]1CCN[C@@H]1CS
Energy, Eh: -749.251645
HOMO, eV: -9.21
Orbital gap, eV: 10.039
Maximum force, hartree/bohr: 0.1082

```
! RIJCOSX wB97M-V def2-TZVPD def2/J DEFGRID3
* xyz 0 1
F -0.255 1.477 1.044
C -0.109 0.962 -0.280
C -1.558 0.739 -0.677
C -1.843 -0.638 -0.163
N -0.653 -1.132 0.594
C 0.515 -0.545 -0.124
C 1.753 -0.263 0.784
S 3.262 0.244 -0.208
H 0.362 1.771 -0.942
H -1.283 0.912 -1.738
H -2.101 1.640 -0.294
H -2.212 -1.294 -0.926
H -2.639 -0.655 0.508
H -0.773 -0.692 1.593
H 0.738 -0.941 -1.072
H 2.098 -1.132 1.323
H 1.431 0.584 1.492
H 3.268 -1.039 -0.914
*
```

Here are the natural (NBO) charges for atoms 1 to 2, given in e:
1 F -0.411
2 C 0.200

---

(4)
8 unconnected molecules or ions with the total composition C25H49NO21 in a non-equilibrium geometry, computed with the ωB97M-V functional and the def2-TZVPD basis.

SMILES string: COC(=O)OC.COC(=O)OC.COC(=O)OC.COC(=O)OC.COC(=O)OC.COC(=O)OC.COC(=O)OC.CCCC#N
Energy, Eh: -2616.387086
HOMO, eV: -9.94
Orbital gap, eV: 10.416
Maximum force, hartree/bohr: 0.1726

```
! RIJCOSX wB97M-V def2-TZVPD def2/J DEFGRID3
* xyz 0 1
C -2.584 1.908 2.080
O -2.920 1.287 0.861
C -2.241 0.153 0.569
O -1.338 -0.461 1.363
O -2.819 -0.416 -0.495
C -2.272 -1.657 -0.958
H -2.742 1.237 2.936
H -3.146 2.797 2.340
H -1.526 2.057 1.945
H -1.364 -1.537 -1.440
H -2.950 -2.146 -1.688
H -2.191 -2.346 -0.139
C 0.558 0.823 -2.245
O 0.606 0.124 -3.494
C 0.797 0.882 -4.582
O 0.785 2.291 -4.569
O 0.814 0.237 -5.787
C 1.002 0.888 -7.000
H 0.331 0.175 -1.302
H -0.319 1.373 -2.286
H 1.478 1.401 -2.048
H 0.759 1.964 -6.975
H 0.358 0.571 -7.846
H 1.938 0.836 -7.397
C 5.685 -4.595 1.465
O 4.487 -3.780 1.742
C 3.726 -3.333 0.757
O 4.306 -3.201 -0.560
O 2.540 -2.850 1.072
C 1.763 -2.250 0.066
H 6.246 -4.762 2.370
H 6.203 -4.120 0.634
H 5.318 -5.500 1.114
H 0.686 -2.127 0.312
H 1.964 -2.644 -0.916
H 2.188 -1.282 -0.010
C 2.170 1.482 1.058
O 1.841 2.788 1.250
C 0.755 3.311 0.658
O -0.190 2.514 0.068
O 0.581 4.591 0.976
C -0.643 5.225 0.548
H 1.323 0.859 1.397
H 3.077 1.297 1.593
H 2.304 1.373 -0.005
H -0.666 5.077 -0.548
H -0.715 6.361 0.621
H -1.438 4.804 1.107
C -1.665 5.541 4.340
O -0.629 4.619 3.894
C -0.657 3.293 4.132
O -1.737 2.724 4.879
O 0.530 2.749 3.882
C 0.695 1.366 4.226
H -1.850 6.510 3.851
H -1.627 5.563 5.397
H -2.577 5.005 4.018
H 1.573 1.058 4.792
H 0.699 0.724 3.337
H -0.086 1.016 4.903
C -2.632 -3.035 -4.607
O -1.459 -3.035 -3.921
C -1.255 -3.946 -2.932
O -2.176 -5.009 -2.756
O -0.232 -3.785 -2.043
C -0.034 -4.798 -1.078
H -2.643 -2.402 -5.500
H -3.422 -2.561 -3.947
H -3.042 -4.055 -4.760
H 0.118 -5.783 -1.624
H -0.859 -4.889 -0.419
H 0.911 -4.781 -0.494
C -0.339 -3.045 3.591
O 0.900 -3.305 4.386
C 1.876 -2.476 4.197
O 1.732 -1.393 3.366
O 2.966 -2.684 4.944
C 4.017 -1.660 5.090
H -1.171 -3.509 4.013
H -0.299 -3.210 2.518
H -0.627 -1.954 3.673
H 3.738 -0.703 5.494
H 4.645 -1.606 4.226
H 4.612 -2.068 5.885
C -2.610 0.548 -3.989
C -2.639 2.060 -3.681
C -2.868 2.483 -2.182
C -2.675 3.944 -1.993
N -2.536 5.090 -1.934
H -3.563 0.166 -3.656
H -1.883 -0.068 -3.584
H -2.463 0.368 -5.088
H -3.412 2.530 -4.300
H -1.741 2.503 -3.964
H -2.312 1.964 -1.489
H -3.817 2.257 -1.703
*
```

Here are the Löwdin charges for atoms 1 to 2, given in e:
1 C -0.053
2 O -0.010